Entry 1:
Molecular formula: C21H48N10SW
Method: DFT, ωB97M-V/def2-TZVPD

- HOMO level (eV) = -20.60
- molar mass (g/mol) = 656.59
- 2S+1 = 1
- total energy (hartree) = -1840.37310
- LUMO level (eV) = -13.7
- net charge = +4
- HOMO-LUMO gap (eV) = 6.933

Geometry as XYZ:
```
81
C21H48N10SW, DFT ωB97M-V/def2-TZVPD
N 1.854 -1.106 -2.779
C 2.831 -0.378 2.239
H 0.715 -2.446 3.889
N 3.864 -0.215 -2.060
H -0.177 2.296 2.876
H 4.760 -0.948 -0.297
H -0.186 0.578 5.849
C -1.164 2.915 -1.233
N 0.042 2.434 -0.517
W -0.035 0.078 -0.320
C -1.752 0.224 3.858
H -1.015 2.746 -2.299
H -3.219 -3.258 -1.270
H 5.222 0.436 -3.496
H 1.723 -3.183 -3.013
H 0.008 -1.159 5.642
C 2.412 -2.378 -3.271
N -4.267 -0.204 -1.032
N 0.059 0.599 1.614
C -2.460 -1.928 0.889
C -5.156 -1.373 -0.886
H -6.032 0.672 -1.728
H -2.228 -0.504 4.516
H 0.463 -0.131 -4.041
H -2.128 -1.142 1.563
H 0.008 -1.747 -3.479
H 1.033 2.794 -2.340
H 2.138 -2.827 2.924
H -2.570 -2.142 -2.485
H -0.106 -0.366 -2.370
H -5.519 -1.680 -1.868
H -1.306 3.988 -1.088
N 1.817 0.543 -1.125
H 3.563 -0.287 3.044
C -2.987 -0.252 -0.790
H -3.167 2.383 -1.535
C 1.688 -2.077 3.578
H -5.050 1.776 -0.795
H 1.513 3.900 -1.050
H 3.363 -2.587 -2.793
C -2.400 2.163 -0.803
N -0.309 -0.024 3.860
H -3.486 -2.199 1.141
C -5.010 0.978 -1.533
N -2.064 0.728 -0.749
C 0.252 -0.189 5.210
H -1.481 -3.123 -1.468
C 0.111 2.951 0.878
H -1.557 1.965 1.848
N 1.567 -0.834 2.812
H -2.764 2.505 0.167
C -2.415 -2.556 -1.489
H 2.705 0.589 1.769
C 4.576 -0.428 -3.332
H 3.207 -1.102 1.520
C -0.468 1.962 1.881
H 4.444 0.799 -0.257
H -1.839 -2.810 1.035
H -0.413 3.905 0.964
N -2.297 -1.467 -0.506
C 0.493 -0.817 -3.192
H 5.213 -1.312 -3.301
C 1.242 2.866 -1.273
C 4.738 -0.034 -0.892
H 3.886 -0.500 -4.166
H 5.748 0.153 -1.243
C 2.544 -0.279 -1.979
H -4.691 -2.218 -0.399
H 1.154 3.134 1.132
H -1.984 1.218 4.241
H -2.177 0.110 2.865
S 0.622 -1.990 -0.084
H 2.548 -2.371 -4.352
C 0.439 -0.117 2.776
H -4.597 1.333 -2.474
H 2.335 -1.964 4.448
C 2.360 1.906 -0.943
H 1.329 -0.052 5.203
H 2.720 2.060 0.076
H 3.194 2.089 -1.617
H -6.019 -1.070 -0.295
```

Entry 2:
Molecular formula: C23H19NO3
Method: DFT, ωB97M-V/def2-TZVPD

- SMILES string = C=CCOC(=O)/C(=C\c1cccc2ccccc12)NC(=O)c1ccccc1
- HOMO level (eV) = -8.11
- molar mass (g/mol) = 357.41
- 2S+1 = 1
- total energy (hartree) = -1168.32688
- LUMO level (eV) = 0.2
- energy above the lowest of the compared OMol25 structures with the same formula, charge and spin (kcal per mole) = 33.5
- HOMO-LUMO gap (eV) = 8.262

Geometry as XYZ:
```
46
C23H19NO3, DFT ωB97M-V/def2-TZVPD
C 2.024 1.012 2.486
H -3.377 -2.471 1.449
H -5.518 3.881 1.195
H -2.162 2.696 -1.155
O 0.464 -1.127 0.658
C 2.627 0.302 1.313
N 0.988 0.481 -2.432
H -3.729 4.422 -0.412
H 0.662 1.202 -3.067
C -1.173 0.364 -1.443
O 1.876 0.535 0.120
H 1.580 -4.281 -1.029
H 3.858 -4.360 -0.090
H 3.635 0.664 1.099
H -5.727 1.590 2.080
C -2.952 2.444 -0.462
C -4.073 0.814 0.952
C -3.301 -1.468 1.056
O 2.907 0.512 -3.590
C 2.659 -1.224 -1.980
H 2.222 2.325 4.106
H 3.728 2.070 3.097
C -3.058 1.118 0.007
H -4.946 -0.715 2.184
C 1.807 -2.313 -1.824
H -1.644 -1.965 -0.212
H 0.980 0.788 2.657
C 2.232 -0.011 -2.728
C -4.956 1.835 1.364
C -2.304 -1.179 0.116
C 0.149 0.145 -1.369
C 2.244 -3.439 -1.150
C -2.169 0.085 -0.409
C -4.171 -0.497 1.464
H 5.387 -2.450 -0.403
C 0.822 -0.262 -0.097
C -3.822 3.412 -0.042
C 3.958 -1.288 -1.485
C -4.837 3.105 0.875
H 0.811 -2.286 -2.241
C 2.687 1.844 3.264
C 4.384 -2.410 -0.800
H -1.559 0.806 -2.356
H 4.616 -0.445 -1.638
H 2.646 -0.780 1.503
C 3.525 -3.484 -0.627
```

Entry 3:
Molecular formula: C9H14S
Method: DFT, ωB97M-V/def2-TZVPD

- SMILES string = Cc1ccccc1.CCS
- HOMO level (eV) = -8.91
- molar mass (g/mol) = 154.28
- 2S+1 = 1
- total energy (hartree) = -749.48143
- LUMO level (eV) = 0.8
- energy above the lowest of the compared OMol25 structures with the same formula, charge and spin (kcal per mole) = 19.8
- HOMO-LUMO gap (eV) = 9.712

Geometry as XYZ:
```
24
C9H14S, DFT ωB97M-V/def2-TZVPD
C 1.655 0.295 -4.066
C -0.198 -1.478 3.635
H 0.059 -2.130 4.455
C -0.916 1.726 0.783
C -0.640 0.568 1.705
C -1.236 -1.480 2.708
H 1.659 1.195 -4.676
H -2.324 -0.552 1.057
H 1.953 -0.614 -4.596
H 1.147 1.422 2.304
H -1.761 -2.436 2.663
H -1.906 2.096 1.065
H -0.469 -0.034 -4.207
H 1.722 -0.448 3.835
C 0.685 -0.401 3.501
H -0.125 1.099 -3.097
H -0.213 2.553 0.878
C 0.280 0.137 -3.423
H 2.488 0.319 -3.353
C 0.502 0.583 2.534
H -0.059 -2.230 -2.974
C -1.476 -0.531 1.728
S 0.108 -1.148 -2.174
H -0.934 1.492 -0.283
```

Entry 4:
Molecular formula: CH3NO3S
Method: DFT, ωB97M-V/def2-TZVPD

- SMILES string = O=C(NO)OS
- HOMO level (eV) = -9.71
- molar mass (g/mol) = 109.11
- 2S+1 = 1
- total energy (hartree) = -718.48603
- LUMO level (eV) = 0.1
- energy above the lowest of the compared OMol25 structures with the same formula, charge and spin (kcal per mole) = 53.4
- HOMO-LUMO gap (eV) = 9.771

Geometry as XYZ:
```
9
CH3NO3S, DFT ωB97M-V/def2-TZVPD
C 0.014 0.251 0.067
H 1.239 -1.189 -0.522
H 1.982 1.223 0.552
N 1.229 -0.435 0.117
O -0.074 1.440 0.035
O -1.023 -0.588 0.179
H -3.092 -1.163 -0.569
O 2.363 0.485 0.062
S -2.638 -0.023 0.080
```

Entry 5:
Molecular formula: C30H53FInN5OS2SeSi
Method: DFT, ωB97M-V/def2-TZVPD

- HOMO level (eV) = -7.23
- molar mass (g/mol) = 804.78
- 2S+1 = 1
- total energy (hartree) = -5301.47588
- LUMO level (eV) = 0.5
- energy above the lowest of the compared OMol25 structures with the same formula, charge and spin (kcal per mole) = 0.0
- HOMO-LUMO gap (eV) = 7.722

Geometry as XYZ:
```
95
C30H53FInN5OS2SeSi, DFT ωB97M-V/def2-TZVPD
H -0.698 -3.435 1.668
H 2.693 1.079 5.886
N -0.199 1.391 1.620
H 3.510 -2.845 1.752
H 1.538 4.756 -3.278
S -0.176 0.589 -4.689
C -0.952 -1.710 -0.657
H -0.411 5.546 -0.012
H 4.708 -0.741 0.756
C -4.937 -3.887 -3.025
Se 2.349 0.574 -1.458
H -2.597 2.253 0.840
H -3.411 0.391 -3.193
C 1.348 3.810 -2.773
H -3.380 -1.452 1.467
C 2.428 -2.746 1.655
H -1.470 -1.621 -5.262
H -2.574 3.802 1.697
H -0.340 -4.656 -1.906
H 5.743 3.156 -0.557
H 4.194 3.659 -1.244
C -0.969 2.475 2.263
H 4.235 2.667 1.982
H 0.107 6.147 -1.599
C -3.062 -2.064 -4.019
H 2.887 -0.650 6.182
H 2.183 3.131 -2.926
C 1.925 -1.535 2.396
C 2.203 0.107 5.801
In 0.190 1.407 -0.452
H 0.668 1.597 4.255
C 0.529 -2.342 -2.492
H 6.077 0.383 0.710
H 1.984 -3.664 2.050
H -3.042 -1.262 -2.024
C -1.675 0.038 -4.190
C 0.977 0.720 3.711
C -3.475 -1.996 -2.688
H -4.727 -2.827 -1.172
H 0.439 3.340 -3.145
H 0.829 -0.852 0.732
N -2.525 0.775 -3.473
C -1.947 3.038 1.233
H -2.457 -3.561 1.626
C -2.388 -1.072 1.210
C 4.858 2.806 -1.096
H 2.578 2.813 1.394
H -5.666 -4.588 -2.642
H 0.461 4.039 1.844
C 3.414 2.121 1.508
H 2.958 -1.987 4.232
C 0.590 0.528 2.375
H -1.038 4.776 -1.493
H -2.399 -4.412 -0.681
H 0.418 -1.296 -2.756
H 2.192 -2.674 0.592
H -1.436 3.495 0.388
H 5.523 -0.402 -0.777
N -2.074 -1.221 -4.562
C -0.177 5.259 -1.035
F -1.251 2.274 -1.576
C 2.294 -1.299 3.720
H -2.354 2.792 3.893
H -3.275 -3.112 -5.876
H -1.299 1.410 4.179
S 1.210 4.108 -0.997
C -1.845 1.953 3.415
H -4.908 -4.732 -4.999
C 1.812 -0.177 4.374
C -0.069 3.638 2.711
H 0.645 -4.340 -0.480
C 5.194 0.039 0.166
C -1.478 -4.426 -0.094
H 1.325 0.127 6.451
O -0.926 -0.516 -1.053
H -2.126 1.522 -2.905
C -4.512 -3.966 -4.345
Si 4.002 1.450 -0.131
H -0.668 4.442 3.146
C -4.414 -2.896 -2.208
H 5.175 2.446 -2.077
H -2.611 1.285 3.015
H 0.684 3.344 3.439
H -2.489 -0.157 0.637
C -1.574 -3.394 1.009
N -1.694 -2.071 0.419
H 0.208 -2.955 -3.338
H -1.839 -0.848 2.126
H 1.582 -2.545 -2.285
C -0.298 -4.084 -0.977
N -0.285 -2.672 -1.332
H 3.108 1.317 2.178
C 1.080 -0.645 1.763
H -1.352 -5.425 0.323
C -3.591 -3.058 -4.841
```

Entry 6:
Molecular formula: C45H94F3N8O3S
Method: DFT, ωB97M-V/def2-TZVPD

- HOMO level (eV) = -19.71
- molar mass (g/mol) = 884.36
- 2S+1 = 1
- total energy (hartree) = -3130.87592
- LUMO level (eV) = -9.4
- net charge = +5
- energy above the lowest of the compared OMol25 structures with the same formula, charge and spin (kcal per mole) = 0.0
- HOMO-LUMO gap (eV) = 10.265

Geometry as XYZ:
```
154
C45H94F3N8O3S, DFT ωB97M-V/def2-TZVPD
C 7.347 -0.479 -0.468
H -1.123 -4.254 -6.863
H -4.594 -4.025 4.521
H 8.616 -2.707 -3.975
H -5.101 4.711 2.432
C -4.194 -1.757 -0.023
H 2.235 2.582 -1.309
C 5.956 -2.132 -0.611
C 1.015 4.369 -1.832
H -1.661 -3.005 3.058
H 3.635 5.513 0.389
H -2.855 5.268 3.127
C 2.565 5.391 0.534
H 2.166 -5.344 -5.188
C 2.984 -1.464 -4.209
H 0.889 -3.262 3.737
H -5.122 3.421 4.279
H 6.296 -2.099 -3.221
H -3.840 1.005 -0.113
H 0.186 -2.320 -4.357
O -1.345 0.472 0.314
H -4.128 1.570 3.113
C -0.050 4.356 -0.726
N -3.013 3.312 3.650
H -5.287 2.723 -1.012
C -0.251 -4.520 -6.269
H -3.615 3.196 -1.513
H -5.048 -1.832 0.648
C 3.564 2.178 3.410
F 1.328 0.217 -1.017
C 6.720 -0.598 0.725
H -4.871 -2.324 4.938
H 1.690 -2.010 6.429
H 3.034 -4.315 -4.072
C -3.084 1.886 3.123
H 3.978 -2.389 1.265
H -3.950 2.605 5.334
C 0.585 -3.334 -4.333
H -0.964 3.881 -1.070
H 3.373 0.558 -3.333
H -1.382 -4.135 -4.368
C -1.658 3.339 4.361
N -4.601 -1.431 -1.412
N 5.844 -1.650 0.631
H 0.489 2.662 0.414
H -2.747 -0.999 -2.392
H -4.308 -0.824 -4.091
H 3.439 -4.314 -5.892
H 2.549 1.980 0.688
H -0.858 3.533 3.650
H -0.394 1.748 4.809
H 1.324 5.375 -2.110
C -0.409 -4.422 -4.756
N -0.676 -2.590 4.898
C 0.751 -2.503 4.504
H 2.240 -1.517 -3.408
F 0.293 -1.647 -1.424
H 3.903 3.069 0.901
F 1.877 -1.601 0.073
H -6.353 -1.687 -3.886
H 9.190 -2.256 -2.372
H -5.393 -3.371 -1.571
H -3.735 -2.458 -4.512
C 3.530 -0.029 -4.235
S -0.310 -0.363 0.919
H 3.460 1.118 3.180
C -3.494 -1.787 -2.439
H -4.357 6.368 0.870
H 8.103 -3.612 -2.467
C -1.161 -2.357 6.188
H 0.984 -3.523 -3.337
C 7.162 -1.678 -2.712
H -0.089 -5.359 -4.305
C -4.402 2.446 -1.588
H 0.734 3.853 -2.747
H 3.195 0.547 -5.098
C -2.208 0.993 3.984
C -3.962 1.059 -1.194
C 0.881 -0.920 -0.487
H 0.114 -5.465 -6.675
C 2.218 3.668 -1.224
H -4.271 -2.693 3.361
C -4.114 3.460 4.682
H 2.571 4.053 3.023
C 8.337 -2.653 -2.928
H -5.923 0.128 -0.870
H -3.090 -2.728 -2.070
C -4.220 -3.011 4.401
H -2.882 0.322 4.516
C -5.041 -0.006 -1.508
H -3.586 -2.659 -0.039
C 0.653 3.742 0.476
H -1.717 4.092 5.143
H 3.181 4.035 -1.579
C -2.491 -2.637 6.142
C 4.945 -2.108 1.683
H 4.699 -1.364 2.434
C 1.643 -2.817 5.695
O 0.610 0.371 1.784
C 2.701 -4.400 -5.100
H -2.086 4.136 1.992
H -0.598 -2.047 7.050
C -1.729 -2.801 4.112
H 3.538 2.327 4.488
H -4.006 4.394 5.229
H -0.298 5.386 -0.459
H 2.431 5.485 1.611
H 5.462 -2.985 -1.051
C -2.997 4.354 2.547
H -3.559 -0.992 0.421
C -4.296 4.406 1.760
H 0.366 4.069 1.471
H -1.476 0.449 3.389
H 8.135 0.198 -0.757
H 7.467 -0.724 -3.139
C -4.243 5.333 0.550
H -5.857 -3.362 -3.797
H -1.746 1.961 5.982
O -0.881 -1.556 1.525
N 6.891 -1.472 -1.309
H -3.285 5.277 0.028
N 1.701 -3.309 -5.371
H 3.751 -2.167 -3.877
H 4.559 2.538 3.133
H 4.614 -0.112 -4.336
C -1.460 1.944 4.933
N 2.151 3.969 0.270
H 1.145 -3.625 6.237
H -4.624 3.413 1.435
C 2.569 3.037 2.624
C 2.841 2.933 1.124
H -2.840 1.931 2.059
H 6.953 -0.176 1.689
H -5.038 5.067 -0.141
C -5.648 -2.368 -3.412
H 3.014 -2.013 -6.354
C -4.242 -1.861 -3.759
H -5.617 0.168 -2.424
H 5.384 -3.013 2.099
H 1.928 6.081 -0.005
H 1.549 -1.201 -5.683
H -6.662 -2.117 -1.489
H 1.556 2.697 2.857
H 2.655 -3.115 5.444
N -2.834 -2.938 4.850
C 2.325 -1.946 -5.516
H 0.438 -2.582 -6.922
C 0.863 -3.544 -6.634
H -4.699 2.507 -2.639
H 1.558 -3.818 -7.427
H -3.232 -2.557 6.921
H -2.997 0.811 -1.630
C -5.684 -2.371 -1.891
H 0.937 -1.525 4.061
```

Entry 7:
Molecular formula: C4H7NO2
Method: DFT, ωB97M-V/def2-TZVPD

- SMILES string = CC#N.C=O.C=O
- HOMO level (eV) = -10.15
- molar mass (g/mol) = 101.10
- 2S+1 = 1
- total energy (hartree) = -361.78538
- LUMO level (eV) = 0.9
- energy above the lowest of the compared OMol25 structures with the same formula, charge and spin (kcal per mole) = 59.9
- HOMO-LUMO gap (eV) = 11.030

Geometry as XYZ:
```
14
C4H7NO2, DFT ωB97M-V/def2-TZVPD
C -1.434 0.707 -1.008
H 2.078 1.901 -1.199
C -2.305 -0.255 -0.336
O 0.263 -0.696 1.537
H 1.266 -2.042 0.395
C 1.247 -1.339 1.246
H -3.236 0.228 -0.033
H 1.171 1.357 0.353
O 2.529 0.084 -0.436
H -2.535 -1.083 -1.011
H -1.775 -0.636 0.543
C 1.919 1.129 -0.427
H 2.175 -1.286 1.842
N -0.729 1.463 -1.526
```